Computed, not measured: 3 unconnected molecules or ions with the total composition H7NO2 at a distorted geometry, with ωB97M-V/def2-TZVPD.

Last column: Löwdin charge in e.
CARTESIAN COORDINATES (ANGSTROEM)
N (-0.0441, -0.6301, 1.6079)  0.031
H (-0.0103, -1.5227, 2.0341)  0.011
H (-0.9721, -0.4846, 1.2296)  0.023
H (0.3445, 0.1086, 2.1822)  0.031
H (-1.2610, 1.7062, 0.1326)  0.037
H (-0.4121, 1.5658, -1.1172)  0.011
O (-1.3113, 1.6573, -0.8463)  -0.058
H (2.0475, -0.8787, -0.4225)  0.024
H (0.5994, -1.1107, -0.4067)  -0.031
O (1.3229, -1.0648, -1.0280)  -0.079

For the orbital gap, the calculation gives 11.18 eV. As for the largest force on an atom: 1.70 eV/A. Its energy above the lowest of the compared OMol25 structures with the same formula, charge and spin is 0.427 eV. The SMILES is N.O.O. The charge is 0. The value obtained for the lowest unoccupied orbital energy is 0.02043 hartree. The calculated total energy comes out at -5698.66996 eV.

=====

Computed, not measured: 3 unconnected molecules or ions with the total composition H7NO2 at a distorted geometry, with ωB97M-V/def2-TZVPD.

Last column: Löwdin charge in e.
CARTESIAN COORDINATES (ANGSTROEM)
N (-0.6639, 1.2229, 0.3857)  0.010
H (0.3514, 1.2100, 0.3982)  -0.002
H (-1.0102, 2.0917, 0.7772)  0.009
H (-0.9218, 1.2695, -0.6053)  0.009
H (0.2005, -1.3953, 1.0104)  -0.009
H (-1.2478, -1.7236, 1.0875)  0.013
O (-0.4828, -1.6251, 1.6262)  -0.051
H (1.2668, 0.4220, -1.8036)  0.048
H (1.6057, -1.0373, -1.3432)  0.027
O (0.9021, -0.4348, -1.5331)  -0.053

For the orbital gap, the calculation gives 10.40 eV. As for the largest force on an atom: 1.37 eV/A. Its energy above the lowest of the compared OMol25 structures with the same formula, charge and spin is 0.608 eV. The SMILES is N.O.O. The charge is 0. The value obtained for the lowest unoccupied orbital energy is 0.01974 hartree. The calculated total energy comes out at -5698.48934 eV.

=====

Computed, not measured: a molecular structure, H7Na2O4 at a distorted geometry, with ωB97M-V/def2-TZVPD.

Last column: Löwdin charge in e.
CARTESIAN COORDINATES (ANGSTROEM)
Na (-1.6106, 3.4642, 0.0536)  0.865
Na (-2.6107, -0.0195, -2.7671)  0.921
O (-0.5905, 0.4320, -0.0626)  -0.553
H (-0.0514, 0.1278, 0.6934)  -0.113
O (1.0999, -2.7626, -1.0902)  -0.054
H (0.7857, -1.8609, -1.0230)  -0.008
H (2.0536, -2.6874, -1.0581)  0.035
O (2.3164, 1.1881, -1.6298)  -0.060
H (1.4749, 1.0246, -1.2040)  -0.033
H (2.4724, 2.1238, -1.5018)  0.022
O (-1.9469, -0.6515, 3.3689)  -0.049
H (-1.6381, 0.1548, 3.7821)  0.026
H (-1.7546, -0.5332, 2.4387)  0.000

For the orbital gap, the calculation gives 6.11 eV. As for the largest force on an atom: 1.00 eV/A. The charge is +1. The value obtained for the lowest unoccupied orbital energy is -0.19990 hartree. The calculated total energy comes out at -17129.28502 eV.

=====

Computed, not measured: 3 unconnected molecules or ions with the total composition H7O3 at a distorted geometry, with ωB97M-V/def2-TZVPD.

Last column: Löwdin charge in e.
CARTESIAN COORDINATES (ANGSTROEM)
O (-0.2019, 1.5149, 1.6607)  0.054
H (-0.5419, 1.4147, 2.5562)  0.119
H (0.2732, 2.3450, 1.7080)  0.107
O (0.6418, -1.7772, -1.2410)  0.046
H (0.8111, -2.4914, -0.6210)  0.110
H (0.8600, -2.2009, -2.0799)  0.115
O (-0.4535, 0.2550, -0.4024)  0.128
H (-0.8307, 0.8600, -1.0711)  0.151
H (-0.1127, -0.6283, -0.9356)  0.102
H (-0.2055, 0.8217, 0.4568)  0.068

For the orbital gap, the calculation gives 14.17 eV. As for the largest force on an atom: 2.01 eV/A. Its energy above the lowest of the compared OMol25 structures with the same formula, charge and spin is 0.364 eV. The charge is +1. The value obtained for the lowest unoccupied orbital energy is -0.12741 hartree. The calculated total energy comes out at -6249.05687 eV.

=====

Computed, not measured: 40 unconnected molecules or ions with the total composition H80O40 at a distorted geometry, with ωB97M-V/def2-TZVPD.

Last column: Löwdin charge in e.
CARTESIAN COORDINATES (ANGSTROEM)
H (0.9317, 5.9355, 1.1211)  0.034
H (0.1755, 5.6556, -0.0981)  -0.011
O (0.2485, 6.3475, 0.5754)  -0.035
H (-4.7279, -1.8778, 4.0736)  0.035
H (-4.3911, -2.3300, 2.6764)  0.012
O (-4.1663, -2.5225, 3.6310)  -0.103
H (0.0613, 4.3679, -3.4664)  0.021
H (0.7495, 5.5083, -2.6485)  0.048
O (0.5907, 4.5661, -2.6863)  -0.051
H (0.5719, 0.6449, -3.6997)  -0.017
H (0.0341, -0.7292, -3.5299)  0.037
O (-0.1386, 0.0952, -3.9998)  -0.040
H (2.9515, -0.2679, 3.6652)  -0.003
H (4.1243, 0.3907, 3.1578)  0.009
O (3.8305, -0.0359, 3.9728)  -0.055
H (-2.9578, -0.2316, -4.3457)  0.031
O (-3.8422, -0.5956, -4.3285)  -0.051
H (4.3295, 1.0530, 0.4536)  0.036
O (4.0603, 0.2054, 0.8327)  -0.062
H (-0.7866, 1.2263, 0.2404)  0.039
H (-0.1561, -0.1024, 0.3723)  0.036
O (-0.1163, 0.6808, -0.2094)  -0.046
H (-1.3582, -1.9256, 1.2812)  0.042
H (-1.3325, -1.2613, 2.6976)  0.020
O (-0.7835, -1.4550, 1.9385)  -0.084
H (0.2267, -6.0208, 0.2226)  -0.002
H (-0.5424, -5.8419, -1.0934)  0.028
O (0.2603, -6.1984, -0.7071)  -0.054
H (-1.5087, 1.9730, 2.3507)  0.008
H (-2.9491, 1.3721, 2.1425)  0.025
O (-1.9784, 1.1512, 2.1559)  -0.080
H (-3.8002, -4.4827, 2.2013)  0.020
O (-2.8687, -4.4030, 2.4235)  -0.062
H (1.4930, -4.8021, 2.2207)  0.066
H (2.7496, -5.3197, 1.4597)  0.063
O (1.8539, -4.9891, 1.3489)  -0.041
H (0.1403, 3.5721, 1.6593)  0.006
H (0.7586, 2.3286, 2.4944)  0.030
O (0.0583, 2.9769, 2.3867)  -0.018
H (1.2322, 1.7856, -1.3243)  -0.003
H (2.5497, 2.4897, -0.9700)  -0.003
O (2.1867, 1.7316, -1.4511)  -0.044
H (-4.7684, 1.7587, 1.2792)  0.060
H (-3.3386, 1.1338, 0.8581)  0.010
O (-4.2500, 0.9645, 1.1219)  -0.045
H (-3.9259, -1.7113, -2.9321)  -0.001
H (-4.1106, -1.0938, -1.5652)  0.006
O (-4.2798, -1.9008, -2.0525)  -0.074
H (1.8961, -4.4246, -2.4693)  0.018
H (1.2769, -5.4769, -3.4605)  0.024
O (1.5930, -4.5796, -3.3640)  -0.057
H (5.1609, 1.0453, -3.6423)  0.039
O (4.2675, 0.9662, -3.9843)  -0.062
H (2.6998, -0.6176, -4.5070)  0.001
H (2.1629, -1.0976, -5.9628)  0.031
O (2.6175, -0.4044, -5.4834)  -0.109
H (-3.7765, -5.1319, -1.3713)  0.028
O (-3.6074, -4.3589, -0.8300)  -0.068
H (3.1244, -0.8480, -2.5014)  0.011
H (1.7334, -0.1362, -2.2750)  0.020
O (2.3583, -0.3953, -2.9398)  -0.113
H (1.6089, -3.4390, 0.2806)  -0.007
H (0.5273, -2.2277, 0.4376)  -0.019
O (0.8572, -2.9676, -0.0747)  -0.044
H (-3.6077, -1.8754, 0.1931)  0.034
H (-2.6441, -0.8484, -0.3553)  0.023
O (-2.7771, -1.4280, 0.3934)  -0.030
H (4.5107, -1.9312, 1.2723)  0.007
H (4.1637, -2.6721, 2.4570)  0.038
O (4.0467, -2.7424, 1.4987)  -0.052
H (1.6999, 1.4336, 4.9502)  0.058
H (0.4044, 2.3682, 4.7300)  -0.015
O (1.2386, 2.1396, 4.5013)  -0.003
H (-0.4551, 2.4952, -3.0374)  0.030
H (-0.3400, 1.5633, -1.6618)  -0.009
O (-0.9315, 2.0263, -2.2826)  -0.114
H (-1.0656, 3.4732, -1.0211)  0.022
H (-0.1399, 3.9490, 0.1273)  -0.020
O (-1.0469, 3.9366, -0.1661)  -0.038
H (3.2903, 4.2575, -1.1926)  0.075
H (2.1942, 4.8563, -0.2462)  0.028
O (2.8095, 4.1321, -0.3662)  -0.026
H (-3.9496, 4.6469, 3.0441)  0.041
H (-2.9659, 4.5813, 1.8565)  0.033
O (-3.6202, 4.0728, 2.3476)  -0.040
H (-0.4336, 2.4445, -5.1687)  0.101
H (0.9566, 2.2907, -4.6377)  0.089
O (0.1716, 2.8485, -4.5301)  -0.034
H (2.3907, 3.1020, 2.8371)  -0.021
O (3.3462, 3.1076, 2.8066)  -0.046
H (-2.5206, -1.6169, 5.1723)  0.007
H (-1.8939, -2.6105, 6.1082)  0.049
O (-1.7970, -2.2401, 5.2256)  -0.050
H (4.3333, 0.9380, -4.9464)  0.037
H (-4.3801, 0.0074, -3.8146)  0.034
H (-3.5316, -3.6043, -1.4348)  -0.019
H (3.1333, 0.1399, 0.5466)  0.028
H (-2.9242, -4.4526, 3.3848)  0.023
H (3.6876, 3.1938, 3.6952)  0.041
O (-5.5062, -1.6430, 1.6038)  -0.029
H (-5.8739, -1.0132, 2.2271)  0.062
H (-6.1174, -2.3639, 1.4435)  0.079
O (-3.3178, 0.9621, -2.4072)  -0.076
H (-2.3448, 0.8003, -2.4920)  0.037
H (-3.1461, 1.4384, -1.5835)  0.036
O (1.7340, -0.7516, 1.6187)  -0.054
H (1.3322, 0.0402, 1.9726)  0.038
H (1.5411, -1.5084, 2.1733)  0.053
O (5.9994, 3.1428, -0.2412)  -0.041
H (6.1709, 2.9507, 0.6851)  0.041
H (5.0554, 3.3249, -0.2533)  -0.006
O (-1.5560, 0.5947, 5.0212)  -0.049
H (-1.4247, 0.2483, 5.9072)  0.040
H (-1.1536, -0.0553, 4.4474)  0.002
O (4.2963, -1.2256, -1.4950)  -0.024
H (5.0305, -1.4588, -2.0641)  0.078
H (4.1791, -0.3242, -1.1483)  0.041
O (-1.6765, -2.3617, -2.3620)  -0.037
H (-1.7643, -2.8259, -3.1970)  0.060
H (-0.8131, -2.5714, -1.9864)  0.034

For the orbital gap, the calculation gives 9.57 eV. As for the largest force on an atom: 5.31 eV/A. Its energy above the lowest of the compared OMol25 structures with the same formula, charge and spin is 8.364 eV. The charge is 0. The value obtained for the lowest unoccupied orbital energy is -0.01423 hartree. The calculated total energy comes out at -83197.45167 eV.

=====

Computed, not measured: 40 unconnected molecules or ions with the total composition H80O40 at a distorted geometry, with ωB97M-V/def2-TZVPD.

Last column: Löwdin charge in e.
CARTESIAN COORDINATES (ANGSTROEM)
H (3.6197, -2.1157, 4.6070)  -0.012
H (3.3954, -1.4873, 3.1940)  0.108
O (3.2485, -2.2779, 3.8302)  -0.018
H (-4.8795, 3.8875, 1.0407)  0.018
H (-4.2427, 4.2144, -0.4180)  0.084
O (-4.8350, 4.5473, 0.3596)  -0.093
H (1.2941, -1.6060, -0.2644)  -0.070
H (2.2905, -1.0069, 0.6032)  0.036
O (1.7973, -0.9052, -0.1949)  0.035
H (-3.2652, -5.1717, -2.4527)  0.026
H (-1.9432, -4.4792, -2.3938)  -0.034
O (-2.8369, -4.3518, -2.6443)  -0.036
H (3.6082, -5.6890, -0.6009)  -0.033
H (2.3253, -6.0792, 0.0881)  0.096
O (3.3330, -5.8962, 0.2799)  -0.093
H (-1.3969, -4.8131, 0.3542)  -0.102
O (-1.0084, -4.7598, -0.3988)  0.005
H (1.9678, -3.4310, -4.4664)  -0.099
O (2.3913, -4.0749, -4.0841)  -0.008
H (1.2824, 2.6811, -4.8779)  -0.036
H (0.3734, 3.6377, -4.3425)  0.030
O (1.2499, 3.5501, -4.7623)  0.001
H (1.5832, -3.6907, 2.7047)  -0.028
H (2.7641, -3.9825, 3.6491)  -0.052
O (1.9630, -4.2395, 3.3335)  0.002
H (-2.8897, -2.0888, 0.2356)  0.112
H (-3.1212, -1.0427, 1.6132)  -0.019
O (-2.8316, -1.7456, 1.1420)  0.025
H (-4.6192, -5.1798, 0.3820)  0.072
H (-4.0556, -3.9437, 0.6246)  -0.102
O (-4.5279, -4.2880, -0.0276)  0.003
H (4.0141, 0.8976, 2.3994)  0.047
O (4.6646, 1.5285, 2.0315)  -0.054
H (-4.3725, 3.2908, -2.8914)  0.052
H (-4.3389, 1.8800, -2.2658)  -0.024
O (-3.9157, 2.7142, -2.2719)  -0.032
H (0.5557, 4.6272, 4.3328)  -0.016
H (-0.8711, 5.5830, 3.9660)  0.144
O (-0.2031, 5.0601, 4.6384)  -0.109
H (0.8886, 6.1303, -1.5063)  0.009
H (-0.2882, 5.4903, -1.9565)  0.079
O (-0.0621, 6.3451, -1.4318)  -0.104
H (-4.9387, -0.3119, -3.1794)  -0.019
H (-6.2184, 0.6993, -2.9726)  0.077
O (-5.4236, 0.2370, -2.6673)  0.003
H (5.2819, 0.1692, 0.2491)  0.003
H (4.5894, -1.1848, 0.1442)  -0.017
O (4.6962, -0.3953, -0.3173)  -0.042
H (-0.7854, 0.2184, 1.5601)  -0.096
H (0.0002, 0.4807, 0.3727)  0.069
O (-0.5560, 0.8998, 1.1104)  0.013
H (0.7139, -3.2350, -1.7665)  0.005
O (0.2042, -3.2980, -2.5080)  0.033
H (-0.1458, -3.0053, 2.0833)  0.075
H (-1.4385, -2.1505, 1.6054)  -0.025
O (-0.5860, -2.5528, 1.2842)  -0.108
H (4.1823, -3.2793, -1.8641)  -0.030
O (3.9303, -4.1303, -1.9418)  0.003
H (3.4131, 4.9129, -2.4688)  0.013
H (2.2961, 4.2359, -3.3165)  -0.026
O (2.5174, 4.6628, -2.4994)  -0.034
H (-5.4667, 0.9457, 2.6076)  0.120
H (-3.8597, 0.8383, 2.2949)  0.025
O (-4.7610, 0.7939, 1.9032)  -0.087
H (-5.6510, 0.1966, 0.7760)  0.019
H (-6.1898, -1.3155, 0.7526)  -0.058
O (-6.1987, -0.5450, 0.3025)  -0.078
H (-1.4419, 1.9027, -3.3149)  0.027
H (-1.4669, 2.9353, -4.3520)  0.039
O (-1.1897, 2.8138, -3.4518)  -0.038
H (-2.6390, 2.9302, 0.2867)  0.112
H (-2.1582, 1.9423, 1.4703)  0.013
O (-2.8877, 2.5584, 1.2270)  -0.111
H (-3.4318, 6.0530, 0.7558)  -0.060
H (-3.2965, 4.7742, 1.5147)  0.023
O (-3.0721, 5.7596, 1.5049)  -0.058
H (4.3797, -2.9550, 1.7846)  -0.054
H (4.3216, -4.2556, 2.1125)  0.026
O (4.9246, -3.5185, 2.2283)  -0.008
H (4.8267, -0.3325, -2.7148)  0.029
H (3.3999, 0.1978, -2.7214)  0.165
O (4.2284, -0.0685, -3.4273)  -0.129
H (-1.2317, -0.4463, 4.4978)  0.002
H (-0.8139, 0.3611, 5.4843)  -0.031
O (-0.3871, -0.0816, 4.8290)  -0.035
H (0.0500, 6.9085, 0.9064)  0.060
H (1.3521, 6.1550, 0.9654)  0.003
O (0.6384, 6.3963, 1.5502)  -0.090
H (-2.6406, -1.9318, -4.3756)  0.042
O (-1.9103, -1.6232, -3.8418)  -0.037
H (2.5092, -2.2744, -5.7621)  0.083
H (3.5421, -1.4188, -4.8635)  0.067
O (2.5995, -1.7738, -4.9035)  -0.104
H (0.4520, -2.7440, -3.2125)  0.035
H (-0.7236, -3.8712, -0.7704)  0.044
H (3.6216, -4.2073, -2.8413)  -0.001
H (1.7035, -4.6231, -3.6670)  0.082
H (4.1429, 2.2758, 1.7771)  0.060
H (-1.4157, -2.2345, -3.3161)  -0.032
O (4.2187, 2.5757, -3.9985)  -0.096
H (4.1049, 2.2310, -3.0691)  0.039
H (4.0933, 1.7118, -4.4575)  0.028
O (-2.5776, -4.5196, 2.5543)  -0.030
H (-3.4002, -4.2860, 3.0380)  0.076
H (-2.4437, -5.4227, 2.3533)  0.026
O (-0.1465, 0.2941, -1.7435)  -0.013
H (-0.4744, -0.5411, -1.7362)  -0.038
H (0.8496, 0.3584, -1.8438)  0.084
O (-2.5624, 0.0557, 3.8503)  -0.025
H (-2.4843, 0.9969, 4.2710)  0.069
H (-3.1813, -0.4014, 4.2737)  0.003
O (-2.1687, 2.4007, 5.1267)  -0.185
H (-2.4034, 3.3101, 4.5864)  0.143
H (-1.1664, 2.6784, 5.5669)  0.180
O (1.7990, 1.1650, 3.3780)  -0.047
H (1.4068, 1.6070, 2.6900)  -0.036
H (0.9503, 0.7853, 3.7453)  0.027
O (6.6402, 1.2257, 0.7302)  -0.101
H (6.2130, 2.0197, 0.4753)  0.019
H (6.2611, 0.7758, 1.5967)  0.107

For the orbital gap, the calculation gives 9.54 eV. As for the largest force on an atom: 10.71 eV/A. Its energy above the lowest of the compared OMol25 structures with the same formula, charge and spin is 17.005 eV. The charge is 0. The value obtained for the lowest unoccupied orbital energy is -0.02496 hartree. The calculated total energy comes out at -83188.81086 eV.

=====

Q: What is the formula in the sixth record?
A: H80O40

=====

Q: The lowest lowest unoccupied orbital energy belongs to which entry?
A: H7Na2O4

=====

Q: What is the charge in the second record?
A: 0